Entry from the Open Molecules 2025 dataset: a structure of composition C9H24FGaNO3 (wB97M-V/def2-TZVPD).

As for the charge: -1. The electronic energy is -2662.5237 a.u. The largest force on an atom is 0.54 eV Å⁻¹.

Last column: Mulliken charge in e.
Cartesian coordinates (Å):
C -1.5657 0.9470 2.3552  -1.036
C -1.5736 2.3411 2.9738  0.444
O -1.2733 2.4759 4.1629  -0.694
N -1.9119 3.3514 2.1120  0.010
C -1.3819 4.6472 2.5419  -0.955
Ga -3.8814 3.5048 1.9064  0.427
F -4.0433 4.7123 0.5462  -0.519
H -0.8953 0.2996 2.9172  0.275
H -2.5816 0.5431 2.3824  0.292
H -1.2592 0.9971 1.3122  0.308
H -0.2876 4.6172 2.5859  0.295
H -1.6713 5.4000 1.8061  0.315
H -1.7428 4.9690 3.5261  0.334
H -4.4512 2.0834 1.4518  -0.264
H -4.5031 4.1619 3.2142  -0.232
C 2.0605 -3.0504 0.1055  -1.020
C 1.7710 -1.7871 0.8996  0.511
C 2.1161 -1.9278 2.3731  -1.463
O 0.4143 -1.3885 0.7328  -0.453
H 1.4646 -3.8846 0.4909  0.327
H 1.7918 -2.9016 -0.9394  0.131
H 3.1137 -3.3312 0.1690  0.371
H 2.3448 -0.9588 0.4754  0.242
H 1.5166 -2.7253 2.8230  0.351
H 1.9031 -1.0012 2.9051  0.339
H 3.1696 -2.1792 2.5089  0.402
H -0.1532 -2.0732 1.1028  0.294
C 0.6917 -0.5408 -3.2465  -1.093
C 1.4290 -1.6799 -3.9302  0.439
C 1.0803 -1.7856 -5.4056  -1.348
O 1.1777 -2.9151 -3.2578  -0.542
H -0.3888 -0.6990 -3.3105  0.336
H 0.9560 -0.4842 -2.1909  0.181
H 0.9191 0.4165 -3.7176  0.370
H 2.5066 -1.5329 -3.8234  0.241
H 0.0095 -1.9749 -5.5245  0.355
H 1.6272 -2.6050 -5.8724  0.320
H 1.3183 -0.8598 -5.9315  0.369
H 0.2304 -3.0864 -3.2984  0.338

***

Entry from the Open Molecules 2025 dataset: a cluster of 2 separate species, C14H14Br2ClIN2O3P in total in a non-equilibrium geometry (wB97M-V/def2-TZVPD).

As for the charge: -1. The electronic energy is -7124.4482 a.u. The calculation puts the relative energy (zero: lowest compared OMol25 entry of this formula, charge and spin) at 0.000 eV. The largest force on an atom is 4.29 eV Å⁻¹.

Last column: Mulliken charge in e.
Cartesian coordinates (Å):
C 5.5240 0.0757 0.3011  -1.120
C 4.0999 -0.5151 -0.1267  -0.243
C 3.7218 0.1595 -1.5164  -0.870
I 3.6368 -1.4335 -3.0293  0.010
C 2.3314 0.8837 -1.4944  0.554
N 1.2639 0.1014 -1.2229  -0.158
C 0.0536 0.7836 -1.2524  -0.052
C -1.2026 0.0340 -0.9721  0.368
P -1.0212 -1.7923 -0.5400  0.180
O -2.0640 -2.6755 -1.5386  -0.508
Cl -1.8230 -1.9049 1.4356  -0.205
C -2.5309 0.6497 -1.0146  -0.383
C -2.6088 2.0950 -1.3630  -0.603
C -1.3870 2.8323 -1.6004  -0.350
C -0.0123 2.2212 -1.5535  0.373
N 1.0552 3.0810 -1.8001  -0.608
C 2.1989 2.3515 -1.7558  0.324
C 3.5484 3.1416 -2.0071  0.220
O 4.1260 3.6306 -1.0088  -0.679
O 4.0182 3.2958 -3.1980  -0.730
H 5.7832 -0.2841 1.3286  0.352
H 6.2674 -0.2089 -0.4871  0.278
H 5.4064 1.1970 0.2412  0.311
H 4.1716 -1.6259 -0.3049  0.278
H 3.3012 -0.2794 0.6258  0.315
H 4.5564 0.8265 -1.8399  0.571
H -1.5510 -3.4715 -1.7731  0.336
H -3.4560 0.0632 -0.8220  0.372
H -3.6049 2.6029 -1.4168  0.310
H -1.4745 3.9173 -1.8500  0.361
Br -3.2142 -2.9770 4.6043  -0.137
C -5.0029 -2.2087 4.6099  -0.568
C -5.8327 -2.7371 3.4678  -0.571
Br -5.3401 -1.8987 1.7795  -0.103
H -4.8838 -1.1274 4.5887  0.364
H -5.4352 -2.5042 5.5660  0.331
H -6.8841 -2.4877 3.6114  0.315
H -5.7351 -3.8116 3.3280  0.363

***

Entry from the Open Molecules 2025 dataset: a cluster of 5 separate species, C27H42Br8FN2O2 in total in a non-equilibrium geometry (wB97M-V/def2-TZVPD).

As for the charge: +1. The electronic energy is -22005.7130 a.u. The largest force on an atom is 2.73 eV Å⁻¹.

Last column: Mulliken charge in e.
Cartesian coordinates (Å):
C 0.7440 -0.4766 -1.3061  -0.971
C 0.2254 0.3390 -0.3725  -0.654
C -1.1261 0.0158 0.2546  0.505
C -2.0804 -0.7981 -0.6566  -2.570
C -1.9780 -2.3427 -0.5620  1.551
C -3.2763 -2.9534 -1.1594  -1.801
C -4.4471 -3.0904 -0.1991  0.915
C -5.2463 -4.2087 -0.3436  -0.621
C -6.3077 -4.3992 0.4952  -0.705
C -6.6306 -3.4968 1.4739  -0.449
C -5.8500 -2.3806 1.6349  -0.994
C -4.7671 -2.2131 0.8070  0.430
C -1.6199 -2.9195 0.8125  -1.142
N -0.6631 -2.0825 1.6204  0.559
C 0.7534 -2.3972 1.2088  -0.533
C 1.3543 -3.5540 2.0501  -0.946
C 1.5884 -4.8341 1.2030  -1.382
C -1.0139 -0.6476 1.6410  -0.231
C -0.1174 0.1249 2.6252  -0.404
O 0.6170 -0.4289 3.3977  -0.473
N -0.2306 1.5905 2.6492  -0.023
C -1.5402 1.9210 3.0474  0.604
O -2.1402 2.8864 2.6616  -0.430
F -2.1125 1.0662 3.9134  -0.240
H 0.1588 -0.8389 -2.1502  0.375
H 1.7875 -0.7881 -1.2523  0.129
H 0.8379 1.2161 -0.1048  0.417
H -1.6297 0.9791 0.4290  0.587
H -1.8593 -0.4998 -1.6840  0.348
H -3.0855 -0.4186 -0.4668  0.816
H -1.1685 -2.6324 -1.2392  0.464
H -3.0362 -3.8923 -1.6616  0.516
H -3.5935 -2.2596 -1.9483  0.386
H -5.0678 -4.9545 -1.1098  0.397
H -6.9255 -5.2848 0.3912  0.369
H -7.4659 -3.6373 2.1495  0.393
H -6.0522 -1.6268 2.3849  0.434
H -4.1597 -1.3314 0.9895  0.163
H -2.4762 -3.1587 1.4470  0.582
H -1.1049 -3.8662 0.6378  0.062
H -0.7442 -2.4127 2.5847  0.584
H 1.4293 -1.5485 1.2738  0.526
H 0.7638 -2.7182 0.1676  0.434
H 0.6979 -3.8506 2.8800  0.316
H 2.2822 -3.2094 2.5087  0.475
H 0.6179 -5.2992 1.0138  0.403
H 2.1228 -4.5670 0.2917  0.333
H 2.1502 -5.5270 1.8310  0.403
H -2.0178 -0.5826 2.0863  0.706
H -0.0955 2.0001 1.7251  0.102
Br -0.4969 4.6919 0.7931  -0.102
C 0.8716 5.2211 -0.4827  -0.553
C 0.6063 4.6225 -1.8344  -0.108
Br 1.0806 2.7318 -1.8605  0.008
H 1.8275 4.9202 -0.0637  0.315
H 0.8238 6.3073 -0.5287  0.380
H 1.2329 5.0915 -2.5904  0.312
H -0.4325 4.6897 -2.1408  -0.049
Br -2.8993 5.7445 -2.8136  -0.137
C -2.5633 7.5571 -3.4409  -0.588
C -2.1404 7.5682 -4.8845  -0.554
Br -0.2863 7.0063 -5.0837  -0.138
H -1.8196 7.9880 -2.7782  0.362
H -3.5072 8.0827 -3.3129  0.355
H -2.1782 8.5787 -5.2855  0.340
H -2.7384 6.9104 -5.5069  0.371
Br 4.0623 2.4464 0.4873  -0.091
C 5.6972 2.1794 -0.5253  -0.532
C 5.4061 1.8228 -1.9602  -0.545
Br 4.8104 -0.0238 -2.1569  -0.145
H 6.2648 1.4189 0.0018  0.221
H 6.2309 3.1260 -0.4739  0.381
H 6.3134 1.8975 -2.5561  0.385
H 4.6307 2.4398 -2.4041  0.317
Br 4.5150 -2.6735 0.7817  -0.057
C 6.3539 -2.0401 0.6913  0.059
C 7.0873 -2.2911 1.9803  -0.617
Br 6.5679 -1.0087 3.3480  -0.134
H 6.3095 -0.9897 0.4242  -0.310
H 6.8065 -2.5994 -0.1249  0.377
H 8.1569 -2.1477 1.8426  0.372
H 6.9057 -3.2806 2.3874  0.393

***

Q: Which value of charge does entry 1 give?
A: -1